# 1
115
Properties=species:S:1:pos:R:3:forces:R:3:mulliken_charge:R:1 method="wB97M-V/def2-TZVPD" e_homo_ev="-1.4 / -1.4" total_charge=-2
Cs 0.11758 0.25149 -0.06626 -0.16 0.04 0.19 1.025
C -3.00838 -5.20162 3.64950 -1.07 -0.10 0.49 -0.537
C -4.15631 -4.48073 3.23002 -0.25 -0.37 0.50 -0.516
C -4.15025 -3.69307 2.09752 -0.48 -0.04 -0.43 -0.120
C -2.97086 -3.57114 1.39854 1.22 -0.08 0.03 0.240
C -2.52181 -2.73699 0.25719 -0.71 -0.28 0.80 -0.377
N -1.20039 -2.78559 0.12079 0.76 -0.86 0.37 -0.202
C -0.74368 -3.73321 0.99738 -0.17 0.45 -0.28 -0.148
N 0.48243 -4.24530 1.08317 0.78 0.35 -0.86 -0.584
C 1.45748 -3.71899 0.34951 -0.48 0.39 0.42 -0.458
C 2.62569 -4.50333 -0.06998 -0.24 1.33 -0.17 -0.022
C 3.02928 -5.79029 0.17632 0.41 -0.33 0.53 -0.028
C 4.15855 -6.24918 -0.50634 -0.70 -0.69 0.59 -0.630
C 4.75772 -5.48526 -1.49548 0.32 0.57 -0.13 -0.800
C 4.39482 -4.15630 -1.69550 0.11 0.41 -0.91 -0.029
C 3.30867 -3.66281 -0.97078 0.69 -0.68 -0.24 0.570
C 2.51186 -2.46139 -1.11154 -1.68 0.50 2.49 -0.818
N 2.69502 -1.55289 -2.07958 -0.76 -2.30 -1.25 0.922
C 1.71960 -1.41106 -3.01101 -1.31 2.15 1.31 -1.184
N 0.48342 -0.85397 -2.76793 1.52 -1.43 -0.88 0.260
C -0.18040 -0.90430 -3.95612 0.27 0.47 -1.34 -0.439
N -1.43168 -0.60445 -4.30326 1.29 -0.13 0.18 -0.514
C -2.33782 -0.65516 -3.35105 -1.01 -0.77 1.09 0.104
N -2.08155 -1.12982 -2.09106 -1.70 0.81 -1.54 -0.172
C -3.29039 -1.43073 -1.55771 0.47 0.12 -0.70 -0.394
N -3.43632 -2.13557 -0.47453 -1.64 0.07 0.61 -0.366
C -4.42482 -1.03267 -2.46839 0.60 -0.13 0.02 0.224
C -5.81364 -1.03562 -2.36267 -0.79 -0.23 0.28 0.014
C -6.56226 -0.47421 -3.41391 -0.15 -0.21 0.02 -0.476
C -5.95597 -0.01807 -4.60154 0.52 0.17 0.94 -0.644
C -4.57123 -0.03329 -4.70292 0.76 -0.48 -0.07 -0.212
C -3.80900 -0.57162 -3.64428 0.26 0.76 0.56 -0.077
C 0.71407 -1.40377 -5.01529 1.18 0.31 0.89 -0.239
C 0.58261 -1.67891 -6.33335 -0.65 -0.67 -1.64 0.074
C 1.62647 -2.32672 -7.01713 0.17 -0.17 0.09 -0.693
C 2.84405 -2.65494 -6.37104 -0.66 0.33 -0.47 -0.845
C 2.97463 -2.37735 -5.01871 0.61 -0.26 0.23 0.124
C 1.93436 -1.72133 -4.39821 -0.59 0.09 0.36 0.352
N 1.46629 -2.45368 -0.21572 1.68 -1.24 -1.53 0.517
C -1.81458 -4.25572 1.83055 -0.86 0.78 -0.33 0.249
C -1.84388 -5.11794 2.91281 0.72 -0.52 0.17 -0.207
H -3.08796 -5.82104 4.56980 0.20 0.42 -0.84 0.308
H -5.11133 -4.53704 3.76910 0.57 -0.18 0.05 0.326
H -5.05817 -3.21576 1.73095 0.19 0.06 0.19 0.446
H 2.49096 -6.36921 0.93518 0.30 0.02 -0.41 0.473
H 4.54612 -7.23417 -0.24844 -0.10 0.07 -0.33 0.349
H 5.49276 -5.92858 -2.15059 0.36 -0.02 0.18 0.394
H 4.92512 -3.54492 -2.47647 -0.74 -0.61 0.88 0.138
H -6.32448 -1.49927 -1.47936 0.57 0.71 -0.81 0.394
H -7.65109 -0.35809 -3.33473 0.44 -0.30 0.11 0.333
H -6.53512 0.44485 -5.39008 -0.14 -0.12 0.03 0.378
H -4.07882 0.34851 -5.60524 -0.11 -0.17 0.41 0.432
H -0.37458 -1.46000 -6.81137 0.29 -0.16 -0.10 0.478
H 1.44389 -2.68509 -8.03683 0.24 0.43 0.26 0.326
H 3.67869 -3.07787 -6.93174 -0.36 -0.16 0.13 0.406
H 3.82856 -2.73359 -4.41985 -0.34 0.45 -0.43 0.234
H -0.95139 -5.72011 3.13853 -0.41 0.44 0.13 0.432
Se 3.09775 4.73814 -2.39420 0.32 0.06 0.07 -0.118
Se 2.27198 3.04740 -3.75034 -0.35 -0.07 -0.65 -0.014
C 3.45143 1.61233 -3.25534 1.12 0.60 -0.20 -0.017
C 4.73400 1.62082 -3.85351 -0.39 0.18 0.78 -0.473
C 5.66848 0.80146 -3.18665 -0.50 -1.17 -0.76 -0.680
C 5.15816 -0.29124 -2.46824 0.71 1.32 0.67 -0.445
C 3.88366 -0.15302 -1.82088 0.62 2.09 -0.60 0.412
N 3.11669 0.94602 -2.18174 0.11 -0.85 0.96 -0.053
C 1.45229 5.14649 -1.50397 -0.49 0.21 1.19 0.456
C 1.38769 6.00762 -0.37608 -0.49 -0.55 -0.36 -0.577
C 0.14304 6.27157 0.19848 0.15 0.36 0.09 -0.245
C -1.00789 5.71679 -0.39075 0.31 0.07 0.34 -0.254
C -0.81928 4.86262 -1.47221 -0.07 0.11 -0.02 -0.528
N 0.38510 4.55902 -1.98790 -0.98 0.50 -0.12 -0.230
H 4.97652 2.30652 -4.67806 -0.06 -0.24 0.77 0.431
H 6.74205 1.05201 -3.24071 -0.48 -0.80 -0.45 0.336
H 5.75627 -1.10784 -2.10127 0.60 0.12 0.21 0.397
H 3.91793 -0.38291 -0.74510 -0.47 -0.07 -0.52 0.289
H 2.29492 6.37297 0.06427 0.26 0.26 0.11 0.346
H 0.06673 6.93689 1.10154 0.10 -0.84 -1.02 0.302
H -1.99722 5.91748 0.04134 0.47 -0.21 -0.40 0.366
H -1.66946 4.41348 -1.99723 0.24 0.02 0.36 0.379
C 2.58625 0.43391 5.47562 1.17 -0.38 -0.06 -0.924
Si 2.46874 1.75947 4.11645 -2.81 0.62 0.29 -0.069
C 3.14839 1.05015 2.55915 0.41 -0.31 -1.31 -0.731
C 3.44564 3.27859 4.62040 0.69 0.26 0.24 -1.036
N 0.81542 2.24369 3.81363 2.11 -0.84 -0.15 -0.075
C -0.08338 2.42989 4.75701 -0.62 0.29 -0.15 0.677
C 0.15740 2.69172 6.15130 -0.97 -0.47 -0.14 -0.435
C -0.91384 2.74959 7.04281 -0.22 0.35 0.33 -0.820
C -2.23893 2.78594 6.58244 0.62 0.11 1.46 -0.731
C -2.50604 2.63757 5.23557 0.36 -0.37 -1.02 -0.612
C -1.48152 2.40332 4.34461 0.96 0.22 0.43 0.090
O -1.63131 2.07826 2.98430 -1.70 0.45 -0.12 -0.147
C -2.76078 2.60203 2.34040 1.17 -0.44 0.38 -0.232
C -3.63919 1.72970 1.69473 -0.30 0.34 -0.26 -0.527
C -4.73745 2.25870 0.99272 0.47 0.95 0.24 -0.522
C -4.93134 3.65926 0.92742 0.50 -0.56 0.61 -0.550
C -4.04495 4.50589 1.61882 -0.25 -0.13 0.02 -0.672
C -2.93630 3.98205 2.29451 -0.90 0.38 0.18 0.252
H 3.66975 0.40658 5.80390 -1.01 -0.07 -0.07 0.296
H 2.38735 -0.56866 5.00596 -0.12 0.86 0.67 0.215
H 1.94151 0.65792 6.35435 0.39 -0.41 -0.68 0.352
H 4.23551 1.18231 2.59940 0.10 -0.11 -0.19 0.362
H 2.79250 1.60590 1.64388 0.26 -0.53 0.92 0.081
H 2.96471 -0.04261 2.43134 -0.05 0.74 0.06 0.176
H 4.38782 3.03897 5.14996 -0.24 0.16 -0.24 0.339
H 2.81339 3.86452 5.30242 0.18 -0.07 -0.16 0.303
H 3.68040 3.91117 3.74678 -0.08 -0.20 0.29 0.272
H 1.18201 2.77555 6.48816 -0.02 -0.10 0.10 0.408
H -0.76162 2.78580 8.14489 0.11 0.19 -0.87 0.267
H -3.02728 2.95103 7.31715 0.00 -0.16 -0.31 0.301
H -3.51473 2.65050 4.88582 -0.64 0.00 -0.22 0.418
H -3.45910 0.65428 1.74829 -0.10 0.29 0.02 0.641
H -5.46003 1.60151 0.52912 0.11 -0.10 -0.13 0.447
H -5.78218 4.09166 0.40465 0.11 -0.21 0.09 0.402
H -4.28977 5.58137 1.69553 0.38 -0.61 -0.22 0.371
H -2.30047 4.62671 2.90420 -0.01 -0.25 -0.31 0.542

***

# 2
53
Properties=species:S:1:pos:R:3:forces:R:3:mulliken_charge:R:1 method="wB97M-V/def2-TZVPD" e_homo_ev=-7.9
C 1.23834 1.57413 -3.42957 0.02 0.01 0.23 -1.175
H 1.46710 2.55745 -3.83070 0.00 0.09 -0.08 0.409
C 1.17308 1.64783 -1.90720 0.07 0.49 -0.30 -0.747
N 1.00253 0.35085 -1.30621 -0.20 -0.70 0.35 0.433
C -0.09208 -0.45845 -1.40759 0.00 -0.16 0.01 0.188
N 0.04602 -1.52558 -0.66707 -0.76 0.09 -0.55 -0.210
N 1.22978 -1.43370 -0.04879 1.02 -0.08 0.48 -0.777
C 1.81245 -0.32396 -0.42207 -0.23 -0.17 -0.01 0.740
C 3.06776 0.13637 0.12452 0.23 0.16 0.43 0.211
C 3.37306 0.04618 1.45834 -0.36 0.03 -0.32 -0.927
N 4.61668 0.54797 1.68857 0.13 -0.08 0.35 0.015
C 5.16095 0.95696 0.50435 0.00 0.13 -0.60 -0.690
C 6.40553 1.51252 0.23700 0.08 0.02 0.02 -0.877
C 6.70689 1.80470 -1.07517 0.09 0.01 0.14 -0.495
C 5.79747 1.53547 -2.10096 -0.07 0.02 -0.22 -0.820
C 4.56117 0.98878 -1.84116 0.06 0.03 0.01 -0.035
C 4.21352 0.70910 -0.51933 0.29 0.03 0.34 0.913
H 3.88424 0.76345 -2.64945 -0.08 -0.01 -0.10 0.436
H 6.07773 1.75721 -3.12002 0.02 0.01 -0.09 0.403
H 7.66565 2.23630 -1.32013 0.08 0.03 0.00 0.390
H 7.11255 1.69847 1.03191 0.09 0.04 0.06 0.377
H 5.07296 0.58857 2.58407 -0.07 -0.02 -0.10 0.196
H 2.76391 -0.34523 2.24891 -0.11 -0.08 0.16 0.598
S -1.50663 -0.04624 -2.33715 -0.32 0.06 -0.29 -0.332
C -2.63611 -1.30755 -1.65288 0.19 0.05 -0.21 -0.717
H -2.82890 -2.01192 -2.46337 -0.05 0.03 0.20 0.549
C -3.98217 -0.76069 -1.21218 0.28 -0.02 -0.17 0.612
O -4.90360 -0.66328 -1.99798 -0.07 -0.06 -0.27 -0.669
N -4.14379 -0.48958 0.11306 -0.33 0.18 0.24 0.108
C -3.13619 -0.49279 1.09529 0.50 0.04 0.32 -0.123
C -1.99301 0.28357 0.93363 -0.09 0.06 0.10 -0.517
C -1.00260 0.28476 1.89512 -0.02 -0.02 0.01 -0.423
C -1.15973 -0.47521 3.04147 0.04 0.02 0.08 -0.717
C -2.32874 -1.18582 3.23809 0.04 0.05 -0.07 -0.776
C -3.33815 -1.19634 2.28428 0.05 -0.03 -0.08 0.654
C -4.63572 -1.90170 2.57952 -0.15 -0.11 -0.06 -0.871
C -5.62260 -1.86549 1.41181 0.02 0.17 0.10 -0.752
C -5.48828 -0.54285 0.66098 -0.45 -0.16 -0.13 -0.948
H -6.19230 -0.47934 -0.16957 0.10 0.06 0.17 0.440
H -5.63741 0.30593 1.33418 -0.02 0.00 -0.05 0.364
H -6.64260 -1.99307 1.77534 -0.02 -0.06 -0.02 0.402
H -5.40920 -2.67689 0.71255 -0.07 0.01 -0.04 0.298
H -4.43354 -2.93576 2.86784 -0.02 0.03 0.07 0.416
H -5.08374 -1.40995 3.44952 0.00 -0.06 -0.01 0.394
H -2.47070 -1.74554 4.15166 -0.02 -0.07 0.10 0.428
H -0.38471 -0.49348 3.79234 0.07 0.00 0.09 0.372
H -0.11401 0.88246 1.75424 0.10 0.05 -0.04 0.411
H -1.90535 0.90413 0.05555 -0.01 0.03 -0.05 0.880
H -2.08454 -1.78844 -0.84589 -0.09 -0.07 -0.08 0.420
H 0.32428 2.27635 -1.61353 0.16 0.00 0.06 0.268
H 2.09045 2.07917 -1.50023 -0.18 -0.01 0.01 0.567
H 2.00733 0.87616 -3.75176 0.05 -0.05 -0.05 0.283
H 0.28497 1.24403 -3.83417 -0.01 0.00 -0.13 0.426

***

# 3
2
Properties=species:S:1:pos:R:3:forces:R:3:lowdin_spin:R:1 method="wB97M-V/def2-TZVPD" e_homo_ev="-22.1 / -21.6" total_charge=+1 spin_multiplicity=2
N 0.00000 0.00000 0.86717 0.00 0.00 -11.47 0.500
N 0.00000 0.00000 -0.86717 0.00 0.00 11.47 0.500